A 2-piece molecular cluster, C2H5IN overall in a non-equilibrium geometry. Source: the OMol25 dataset; level of theory: ωB97M-V with the def2-TZVPD basis set.

Relative energy (zero: lowest compared OMol25 entry of this formula, charge and spin): 64.00 kcal per mole
HOMO level: -14.18 eV
Total charge: +1
Total energy: -431.25308 Ha
Largest force on an atom: 5.91 eV/Å

```
9
C2H5IN ωB97M-V with the def2-TZVPD basis set
C 0.478 -0.635 0.451
C -0.551 -0.109 -0.503
N 0.438 0.766 0.094
I -2.592 -0.103 0.009
H -0.050 -0.848 1.366
H 1.403 -1.164 0.286
H -0.580 -0.664 -1.968
H 0.220 1.502 0.781
H 1.234 1.255 -0.518
```